Model i:
{"formula": "C6H11FN2", "method": "wB97M-V/def2-TZVPD", "symbols": ["C", "C", "C", "C", "C", "C", "N", "N", "F", "H", "H", "H", "H", "H", "H", "H", "H", "H", "H", "H"], "xyz": [[1.410, -0.916, -0.264], [0.337, 2.174, -1.215], [0.102, -0.690, 0.506], [0.866, 3.521, -1.326], [-2.004, -1.842, 1.305], [-0.709, -1.989, 0.518], [-0.126, 1.358, -0.501], [-0.701, 0.356, -0.091], [2.323, 0.078, -0.012], [1.220, -0.924, -1.343], [1.879, -1.859, 0.036], [0.357, -0.414, 1.541], [1.942, 3.477, -1.159], [0.424, 4.198, -0.593], [0.686, 3.921, -2.324], [-1.799, -1.520, 2.323], [-2.538, -2.788, 1.340], [-2.634, -1.101, 0.821], [-0.943, -2.261, -0.512], [-0.089, -2.778, 0.949]], "nbo_charge": [0.05, 0.21, -0.11, -0.69, -0.60, -0.39, 0.00, -0.35, -0.37, 0.17, 0.17, 0.19, 0.25, 0.23, 0.24, 0.20, 0.21, 0.22, 0.20, 0.20], "homo_lumo_gap_ev": 8.715, "e_homo_ev": -7.942, "charge": 0, "multiplicity": 1}



Model ii:
{"formula": "C6H11FN2", "method": "wB97M-V/def2-TZVPD", "symbols": ["C", "C", "C", "C", "C", "C", "N", "N", "F", "H", "H", "H", "H", "H", "H", "H", "H", "H", "H", "H"], "xyz": [[-0.091, -1.036, -0.308], [-1.382, -0.735, -0.147], [0.635, 0.199, -0.725], [0.541, -2.399, -0.140], [1.963, 0.594, -0.057], [-2.762, 1.412, 0.134], [-0.400, 1.255, -0.377], [-1.670, 0.603, -0.473], [-2.473, -1.494, 0.030], [0.650, 0.254, -1.849], [1.034, -2.985, -0.985], [-0.165, -3.174, 0.358], [1.449, -2.135, 0.449], [1.707, 0.634, 0.968], [2.235, 1.545, -0.380], [2.728, -0.174, -0.053], [-2.376, 2.213, 0.927], [-3.289, 1.948, -0.541], [-3.442, 0.679, 0.591], [-0.349, 1.596, 0.575]], "nbo_charge": [-0.20, 0.55, -0.05, -0.64, -0.62, -0.40, -0.45, -0.30, -0.31, 0.19, 0.22, 0.23, 0.21, 0.20, 0.22, 0.22, 0.18, 0.20, 0.21, 0.32], "smiles": "CC1=C(F)N(C)N[C@H]1C", "homo_lumo_gap_ev": 8.661, "e_homo_ev": -7.644, "charge": 0, "multiplicity": 1}



Which structure is most stable? model ii, by 0.0067 hartree over the runner-up.



Model i:
{"formula": "H66O33", "method": "wB97M-V/def2-TZVPD", "symbols": ["O", "H", "H", "O", "H", "H", "O", "H", "H", "O", "H", "H", "O", "H", "H", "O", "H", "H", "O", "H", "H", "O", "H", "H", "O", "H", "H", "O", "H", "H", "O", "H", "H", "O", "H", "H", "O", "H", "H", "O", "H", "H", "O", "H", "H", "O", "H", "H", "O", "H", "H", "O", "H", "H", "O", "H", "H", "O", "H", "H", "O", "H", "H", "O", "H", "H", "O", "H", "H", "O", "H", "H", "O", "H", "H", "O", "H", "H", "O", "H", "H", "O", "H", "H", "O", "H", "H", "O", "H", "H", "O", "H", "H", "O", "H", "H", "O", "H", "H"], "xyz": [[-8.450, -1.447, 21.088], [-8.769, -0.553, 21.312], [-8.788, -1.842, 20.269], [-9.749, -0.257, 18.086], [-9.275, 0.493, 18.535], [-9.422, -0.306, 17.167], [-4.894, 5.840, 16.908], [-4.768, 5.288, 16.116], [-4.412, 6.663, 16.817], [-5.243, 4.535, 19.252], [-4.892, 4.820, 18.413], [-4.473, 3.974, 19.519], [-4.246, -1.331, 15.080], [-3.738, -0.489, 15.009], [-4.884, -1.197, 15.727], [-9.008, 5.031, 20.656], [-9.474, 5.722, 20.161], [-8.751, 4.336, 20.028], [-9.104, 0.776, 15.668], [-9.600, 0.793, 14.901], [-8.680, 1.656, 15.736], [-5.843, -1.225, 21.497], [-5.960, -0.557, 20.774], [-6.806, -1.447, 21.498], [-2.994, 3.385, 20.013], [-3.145, 2.697, 20.685], [-2.346, 4.042, 20.369], [-8.306, 3.823, 15.548], [-8.043, 3.738, 16.484], [-9.038, 4.455, 15.561], [-1.553, 1.506, 18.189], [-1.246, 0.770, 18.764], [-2.033, 2.172, 18.715], [-3.776, -1.465, 19.097], [-4.357, -2.091, 19.630], [-3.357, -1.790, 18.247], [-8.251, -4.994, 16.537], [-8.270, -4.307, 15.852], [-8.055, -5.807, 16.068], [-1.382, -0.657, 20.105], [-2.198, -1.233, 20.053], [-0.599, -1.203, 20.266], [-2.493, -2.530, 16.892], [-3.181, -2.475, 16.176], [-1.743, -2.061, 16.438], [-10.845, -1.537, 14.336], [-11.376, -1.505, 13.514], [-11.419, -1.771, 15.072], [-2.477, 0.599, 15.654], [-2.109, 1.338, 15.130], [-2.078, 0.695, 16.519], [-9.163, 1.408, 20.763], [-8.429, 2.024, 20.878], [-9.931, 1.821, 21.187], [-5.893, -3.699, 18.348], [-5.826, -4.618, 18.007], [-6.323, -3.178, 17.660], [-2.448, 3.213, 14.395], [-2.027, 3.548, 13.644], [-3.376, 3.572, 14.397], [-5.272, 3.797, 15.142], [-5.369, 3.307, 16.004], [-6.213, 3.994, 14.985], [-8.203, -2.972, 14.597], [-9.114, -2.547, 14.532], [-7.622, -2.242, 14.270], [-3.044, 1.479, 21.684], [-3.707, 1.019, 22.248], [-2.460, 0.804, 21.321], [-7.629, 3.133, 18.361], [-7.260, 2.325, 18.758], [-6.823, 3.694, 18.503], [-4.845, 0.245, 23.574], [-5.215, -0.449, 22.984], [-4.657, -0.211, 24.369], [-4.759, 1.983, 16.876], [-3.830, 1.828, 16.598], [-4.871, 1.687, 17.833], [-6.409, 4.986, 21.653], [-7.272, 5.102, 21.273], [-5.850, 5.084, 20.879], [-6.710, -1.577, 16.863], [-7.249, -0.839, 17.219], [-7.271, -1.942, 16.141], [-11.525, -2.724, 17.109], [-10.751, -2.451, 17.604], [-11.367, -3.654, 16.938], [-6.348, 2.337, 21.644], [-6.183, 1.814, 22.431], [-6.262, 3.292, 21.803], [-7.069, -0.548, 13.969], [-6.184, -0.124, 13.829], [-7.486, 0.044, 14.631], [-8.572, -3.523, 19.237], [-7.603, -3.670, 19.084], [-8.988, -4.026, 18.536], [-5.674, 0.870, 19.477], [-5.472, 1.476, 20.203], [-4.919, 0.284, 19.390]], "mulliken_charge": [-0.64, 0.33, 0.31, -0.52, 0.26, 0.18, -0.63, 0.40, 0.25, -0.92, 0.25, 0.54, -0.74, 0.49, 0.29, -0.73, 0.30, 0.36, -0.50, 0.22, 0.29, -0.80, 0.20, 0.50, -0.75, 0.37, 0.27, -0.67, 0.37, 0.29, -0.66, 0.35, 0.32, -0.60, 0.25, 0.34, -0.60, 0.37, 0.28, -0.68, 0.39, 0.24, -0.73, 0.37, 0.30, -0.62, 0.26, 0.34, -0.52, 0.29, 0.28, -0.59, 0.30, 0.25, -0.65, 0.30, 0.34, -0.61, 0.26, 0.33, -0.74, 0.36, 0.37, -0.70, 0.37, 0.33, -0.72, 0.28, 0.35, -0.47, -0.04, 0.47, -0.66, 0.50, 0.26, -0.20, 0.19, 0.08, -0.79, 0.39, 0.40, 0.13, -0.08, 0.25, -0.63, 0.28, 0.32, -0.48, 0.23, 0.33, -0.69, 0.33, 0.28, -0.68, 0.38, 0.24, 0.35, -0.07, 0.06], "homo_lumo_gap_ev": 10.579, "e_homo_ev": -10.549, "charge": 0, "multiplicity": 1}



Model ii:
{"formula": "H66O33", "method": "wB97M-V/def2-TZVPD", "symbols": ["O", "H", "H", "O", "H", "H", "O", "H", "H", "O", "H", "H", "O", "H", "H", "O", "H", "H", "O", "H", "H", "O", "H", "H", "O", "H", "H", "O", "H", "H", "O", "H", "H", "O", "H", "H", "O", "H", "H", "O", "H", "H", "O", "H", "H", "O", "H", "H", "O", "H", "H", "O", "H", "H", "O", "H", "H", "O", "H", "H", "O", "H", "H", "O", "H", "H", "O", "H", "H", "O", "H", "H", "O", "H", "H", "O", "H", "H", "O", "H", "H", "O", "H", "H", "O", "H", "H", "O", "H", "H", "O", "H", "H", "O", "H", "H", "O", "H", "H"], "xyz": [[-3.835, -2.341, -0.531], [-2.912, -2.116, -0.381], [-4.207, -2.318, 0.375], [-1.126, 3.790, 2.763], [-1.686, 3.041, 3.023], [-1.547, 4.092, 1.941], [-4.704, -1.219, -6.651], [-4.309, -1.162, -5.803], [-4.354, -0.524, -7.240], [-1.389, 0.980, 4.067], [-2.004, 0.785, 4.821], [-0.841, 0.186, 4.106], [-0.823, -2.947, 3.098], [-0.395, -2.526, 3.857], [-1.224, -3.801, 3.367], [-3.539, -5.517, -3.428], [-3.175, -6.238, -2.878], [-3.407, -4.668, -2.961], [4.121, 0.009, -1.993], [3.261, -0.361, -2.105], [4.648, -0.764, -2.223], [1.677, 4.647, 2.808], [0.823, 4.309, 3.062], [1.562, 5.454, 2.259], [0.308, 2.847, -3.281], [0.693, 3.389, -3.981], [0.884, 3.003, -2.497], [-2.239, -5.326, 2.210], [-1.739, -5.993, 2.657], [-2.045, -5.377, 1.266], [-2.749, -1.440, 2.208], [-2.305, -0.704, 2.677], [-2.222, -2.215, 2.536], [1.729, -1.755, -1.826], [1.454, -1.470, -0.970], [1.080, -1.428, -2.496], [4.096, 2.617, -1.271], [5.019, 2.785, -1.120], [4.069, 1.670, -1.566], [-4.383, 0.353, 1.014], [-3.916, -0.274, 1.564], [-4.818, -0.180, 0.337], [-2.009, 1.376, -0.803], [-1.909, 1.167, -1.740], [-2.684, 0.735, -0.452], [1.641, 3.476, -0.546], [1.349, 2.670, 0.006], [2.649, 3.349, -0.560], [-2.474, -1.454, -4.086], [-3.137, -1.570, -3.363], [-2.571, -2.380, -4.429], [-0.069, 1.158, 1.046], [-0.496, 1.871, 1.534], [-0.700, 1.064, 0.331], [-2.014, 4.413, -0.016], [-1.070, 4.300, -0.190], [-2.526, 3.571, -0.180], [-0.954, -1.924, -0.788], [-0.887, -1.246, -1.475], [-0.447, -1.721, 0.027], [-2.580, -3.959, -5.582], [-1.930, -4.328, -6.200], [-2.753, -4.677, -4.989], [4.003, -0.530, 1.670], [3.360, -0.962, 1.103], [3.993, 0.417, 1.398], [-0.175, 5.908, -1.809], [-1.095, 6.131, -1.626], [-0.211, 4.957, -1.913], [-1.427, -5.071, -0.468], [-1.512, -4.091, -0.620], [-0.442, -5.127, -0.660], [1.837, 6.085, 0.589], [1.524, 6.826, 0.006], [1.576, 5.234, 0.187], [5.279, -2.091, -0.605], [5.357, -1.838, 0.324], [5.984, -2.749, -0.709], [1.325, -4.579, -1.656], [1.321, -3.591, -1.758], [2.239, -4.739, -1.357], [3.964, 2.144, 1.631], [3.310, 2.654, 2.117], [3.927, 2.440, 0.721], [0.394, -1.079, 4.802], [0.460, -1.163, 5.756], [1.202, -0.494, 4.441], [0.999, -1.486, 1.192], [0.661, -2.085, 1.868], [0.841, -0.562, 1.493], [2.786, 3.123, 4.707], [2.153, 3.132, 5.413], [2.566, 3.712, 3.926], [-0.602, 0.144, -2.857], [-0.979, -0.221, -3.664], [-0.041, 0.930, -3.051], [2.137, 0.358, 3.677], [2.400, 1.188, 4.094], [2.926, -0.103, 3.276]], "mulliken_charge": [-0.62, 0.37, 0.26, -0.67, 0.26, 0.33, -0.63, 0.35, 0.30, -0.58, 0.27, 0.28, -0.60, 0.32, 0.31, -0.71, 0.32, 0.32, -0.66, 0.27, 0.30, -0.68, 0.32, 0.33, -0.63, 0.27, 0.33, -0.67, 0.29, 0.43, -0.62, 0.25, 0.29, -0.84, 0.30, 0.30, -0.64, 0.24, 0.41, -0.68, 0.46, 0.32, -0.58, 0.21, 0.27, -0.53, 0.25, 0.19, -0.70, 0.35, 0.30, 0.12, 0.04, 0.20, -0.74, 0.36, 0.35, 0.27, -0.05, 0.22, -0.64, 0.30, 0.38, -0.81, 0.33, 0.51, -0.58, 0.34, 0.26, -0.80, 0.25, 0.38, -0.73, 0.30, 0.47, -0.54, 0.29, 0.27, -0.66, 0.46, 0.30, -0.61, 0.28, 0.39, -0.72, 0.22, 0.43, -0.47, 0.10, 0.22, -0.74, 0.28, 0.45, -0.53, 0.22, 0.26, -0.55, 0.28, 0.33], "homo_lumo_gap_ev": 10.988, "e_homo_ev": -11.056, "charge": 0, "multiplicity": 1}



Which structure is most stable? model i, by 0.0371 hartree over the runner-up.



Model i:
{"formula": "C2H2ClFO2", "method": "wB97M-V/def2-TZVPD", "symbols": ["C", "C", "O", "O", "F", "Cl", "H", "H"], "xyz": [[1.895, 0.634, 0.592], [-1.696, -0.968, -0.122], [1.435, 1.522, -0.200], [-1.541, -1.164, -1.265], [-2.518, -0.004, 0.400], [2.245, -0.810, -0.412], [-1.258, -1.619, 0.694], [1.440, 2.409, 0.312]], "nbo_charge": [0.22, 0.73, -0.65, -0.50, -0.35, -0.10, 0.12, 0.52], "homo_lumo_gap_ev": 10.047, "e_homo_ev": -9.790, "charge": 0, "multiplicity": 1}



Model ii:
{"formula": "C2H2ClFO2", "method": "wB97M-V/def2-TZVPD", "symbols": ["C", "C", "O", "O", "F", "Cl", "H", "H"], "xyz": [[1.354, -0.322, -0.361], [-0.911, 0.331, 0.303], [1.645, -0.751, 0.709], [0.185, 0.150, -0.766], [-1.498, 1.543, 0.275], [-2.144, -0.896, -0.068], [1.891, -0.118, -1.306], [-0.522, 0.064, 1.214]], "nbo_charge": [0.65, 0.45, -0.56, -0.52, -0.30, -0.04, 0.13, 0.18], "smiles": "O=CO[C@@H](F)Cl", "homo_lumo_gap_ev": 12.157, "e_homo_ev": -11.330, "charge": 0, "multiplicity": 1}



Which structure is most stable? model ii, by 0.0645 hartree over the runner-up.